Density functional theory data (ωB97M-V/def2-TZVPD) for C40H76Br28FNOSi as an isolated structure at a distorted geometry.

Geometry as ORCA input:
```
! wB97M-V def2-TZVPD RIJCOSX def2/J DEFGRID3
* xyz 0 1
C 1.674 4.900 6.485
C 1.449 3.904 5.857
C 1.120 2.698 5.082
N 2.375 2.029 4.714
C 2.798 2.620 3.496
O 3.905 2.508 3.040
C 1.660 3.399 2.855
C 1.620 3.071 1.358
C 0.766 4.024 0.514
C 1.567 4.984 -0.355
F 0.005 3.232 -0.365
C 0.422 3.150 3.749
Si -0.796 1.724 3.354
C -2.161 1.879 4.649
C -1.636 1.824 1.686
C -0.009 0.030 3.560
H 1.750 5.886 6.878
H 0.539 2.004 5.688
H 2.260 1.041 4.495
H 1.866 4.475 2.909
H 1.334 2.035 1.166
H 2.654 3.161 1.018
H 0.075 4.587 1.146
H 1.628 5.980 0.081
H 1.018 5.101 -1.292
H 2.552 4.594 -0.603
H -0.207 4.016 3.948
H -2.859 1.045 4.595
H -1.724 1.969 5.645
H -2.696 2.811 4.450
H -1.780 2.844 1.337
H -1.149 1.209 0.930
H -2.635 1.398 1.820
H 0.479 -0.078 4.532
H -0.808 -0.715 3.539
H 0.702 -0.236 2.774
Br -0.390 -3.616 4.793
C -1.137 -4.792 3.432
C -0.986 -4.217 2.051
Br -2.267 -2.792 1.704
H -2.173 -4.965 3.705
H -0.579 -5.722 3.519
H -1.199 -4.978 1.304
H 0.001 -3.802 1.877
Br -3.297 4.111 -0.496
C -2.650 3.012 -1.965
C -3.693 2.039 -2.444
Br -3.877 0.542 -1.218
H -1.753 2.518 -1.608
H -2.384 3.710 -2.755
H -3.389 1.601 -3.393
H -4.675 2.488 -2.552
Br -1.359 8.049 -1.487
C -1.974 7.967 -3.327
C -2.230 6.559 -3.783
Br -0.577 5.604 -4.161
H -1.228 8.475 -3.930
H -2.902 8.535 -3.338
H -2.780 6.563 -4.723
H -2.773 5.979 -3.041
Br -1.255 -8.073 1.336
C -0.788 -8.268 -0.546
C -0.202 -7.004 -1.109
Br -1.568 -5.657 -1.437
H -1.689 -8.587 -1.061
H -0.051 -9.066 -0.571
H 0.257 -7.196 -2.077
H 0.532 -6.556 -0.447
Br -3.150 -5.509 6.670
C -3.018 -3.764 7.513
C -4.347 -3.059 7.550
Br -4.834 -2.364 5.800
H -2.271 -3.209 6.954
H -2.656 -3.954 8.520
H -4.296 -2.193 8.207
H -5.156 -3.709 7.867
Br -0.834 -12.692 -2.824
C 0.324 -13.112 -1.320
C 0.661 -11.883 -0.520
Br 1.974 -10.765 -1.433
H 1.205 -13.598 -1.727
H -0.233 -13.816 -0.707
H 1.115 -12.159 0.428
H -0.210 -11.262 -0.333
Br 0.375 -11.339 3.172
C 2.061 -10.390 2.948
C 3.222 -11.161 3.517
Br 3.258 -11.090 5.458
H 1.934 -9.419 3.416
H 2.184 -10.259 1.873
H 4.161 -10.720 3.189
H 3.197 -12.211 3.243
Br 3.140 -5.582 -0.766
C 3.364 -3.748 -0.154
C 4.025 -3.698 1.196
Br 2.800 -4.211 2.615
H 2.376 -3.297 -0.157
H 3.987 -3.263 -0.903
H 4.334 -2.681 1.430
H 4.879 -4.364 1.265
Br 7.027 -6.145 1.325
C 8.560 -5.070 1.855
C 8.469 -3.664 1.323
Br 8.855 -3.580 -0.580
H 9.443 -5.594 1.502
H 8.551 -5.062 2.942
H 9.210 -3.030 1.803
H 7.482 -3.235 1.460
Br 7.673 3.738 6.811
C 7.029 3.525 4.986
C 6.756 2.087 4.646
Br 8.401 1.085 4.342
H 7.777 3.971 4.339
H 6.107 4.100 4.933
H 6.194 2.022 3.719
H 6.215 1.570 5.432
Br -4.447 11.325 -4.167
C -5.537 9.752 -4.506
C -6.460 9.428 -3.362
Br -5.459 8.645 -1.890
H -4.844 8.940 -4.703
H -6.093 9.976 -5.412
H -7.179 8.673 -3.672
H -6.985 10.292 -2.969
Br -4.055 -3.844 -3.279
C -3.382 -4.947 -4.729
C -4.399 -5.957 -5.189
Br -4.573 -7.435 -3.937
H -2.470 -5.411 -4.366
H -3.144 -4.256 -5.535
H -4.087 -6.406 -6.129
H -5.389 -5.526 -5.302
Br -5.190 10.590 -8.072
C -3.652 11.769 -7.915
C -2.470 11.219 -8.671
Br -1.667 9.727 -7.711
H -3.449 11.875 -6.855
H -3.970 12.725 -8.324
H -1.688 11.970 -8.758
H -2.736 10.855 -9.658
Br -2.983 6.911 -9.859
C -1.046 7.081 -9.833
C -0.395 5.967 -9.053
Br -0.589 6.205 -7.130
H -0.825 8.062 -9.422
H -0.738 7.045 -10.876
H 0.677 5.955 -9.236
H -0.816 4.995 -9.291
*
```

total energy	-2018036.952	eV
Kohn-Sham gap	0.364	hartree
molecular weight	2871.45	g mol⁻¹
LUMO level	0.19	eV
HOMO	-0.3565	hartree

Results of the Mulliken charge analysis, in e, for atoms 1 through 2: C -0.07; C -1.65

=====

Density functional theory data (ωB97M-V/def2-TZVPD) for a 6-piece molecular cluster, C40H76N3O20 overall at a distorted geometry.

Geometry as ORCA input:
```
! wB97M-V def2-TZVPD RIJCOSX def2/J DEFGRID3
* xyz 1 1
C 1.035 -7.227 0.784
C 1.137 -6.617 2.196
O 1.731 -5.333 2.074
C 1.262 -4.428 3.043
C -0.150 -3.896 2.682
O -0.289 -3.964 1.268
C -1.459 -3.293 0.835
C -1.148 -2.706 -0.519
C -0.172 -1.837 -0.694
N -0.154 -1.541 -2.058
C 0.788 -0.602 -2.665
C 0.396 0.848 -2.291
N 1.206 1.347 -1.164
C -1.092 -2.235 -2.645
C -1.429 -2.288 -4.094
C -0.909 -3.678 -4.593
C 0.441 -4.084 -4.062
O 0.171 -3.653 -5.432
N -1.750 -2.963 -1.737
C -2.876 -3.880 -1.946
C -4.099 -3.493 -1.092
C -5.216 -2.767 -1.886
C -6.582 -3.483 -1.805
C -7.368 -3.030 -0.588
O -8.470 -3.933 -0.370
C -9.565 -3.635 -1.098
C -10.825 -4.350 -0.683
O -9.573 -2.874 -2.050
H 1.512 -8.202 0.726
H 1.589 -6.577 0.108
H 0.002 -7.257 0.443
H 0.135 -6.579 2.628
H 1.772 -7.277 2.791
H 1.941 -3.579 3.011
H 1.222 -4.870 4.042
H -0.250 -2.868 3.050
H -0.947 -4.470 3.169
H -2.249 -4.044 0.742
H -1.782 -2.516 1.530
H 0.531 -1.422 0.002
H 1.788 -0.832 -2.308
H 0.787 -0.666 -3.749
H 0.439 1.523 -3.140
H -0.650 0.799 -1.963
H 1.016 2.339 -1.057
H 0.817 0.936 -0.320
H -2.500 -2.286 -4.263
H -0.880 -1.561 -4.680
H -1.633 -4.462 -4.719
H 1.110 -3.284 -3.783
H 0.649 -5.137 -3.970
H -2.530 -4.849 -1.588
H -3.134 -3.969 -2.992
H -4.523 -4.433 -0.736
H -3.831 -2.911 -0.216
H -5.362 -1.798 -1.397
H -4.937 -2.540 -2.914
H -6.414 -4.558 -1.752
H -7.139 -3.184 -2.689
H -7.722 -2.000 -0.674
H -6.783 -3.079 0.331
H -11.636 -3.976 -1.297
H -11.073 -4.174 0.363
H -10.756 -5.426 -0.844
C 4.462 2.248 -2.764
C 4.080 2.806 -1.409
O 5.140 2.649 -0.455
C 6.148 3.515 -0.570
O 6.231 4.404 -1.375
O 7.053 3.219 0.362
C 8.236 4.020 0.311
H 4.787 1.210 -2.670
H 3.614 2.295 -3.449
H 5.286 2.808 -3.204
H 3.231 2.250 -1.013
H 3.786 3.856 -1.478
H 7.996 5.081 0.331
H 8.815 3.780 -0.580
H 8.831 3.782 1.188
C -8.893 0.587 -0.306
C -8.501 2.024 -0.575
O -8.633 2.836 0.598
C -7.662 2.700 1.499
O -6.699 1.980 1.404
O -7.944 3.491 2.531
C -7.028 3.390 3.622
H -9.894 0.536 0.123
H -8.872 0.005 -1.229
H -8.213 0.122 0.409
H -9.170 2.456 -1.316
H -7.488 2.097 -0.971
H -6.003 3.542 3.290
H -7.128 2.420 4.108
H -7.290 4.170 4.331
C 7.230 3.743 3.916
C 7.658 5.175 3.672
O 7.547 5.971 4.858
C 8.519 5.797 5.756
O 9.462 5.060 5.648
O 8.246 6.570 6.806
C 9.157 6.420 7.898
H 6.227 3.711 4.346
H 7.233 3.177 2.985
H 7.897 3.246 4.620
H 6.996 5.633 2.939
H 8.672 5.232 3.274
H 10.185 6.561 7.574
H 9.034 5.440 8.357
H 8.907 7.187 8.627
C 1.425 0.499 -10.106
C 0.402 -0.162 -11.006
O 0.286 -1.567 -10.735
C -0.411 -1.889 -9.652
O -0.957 -1.122 -8.899
O -0.396 -3.217 -9.530
C -1.049 -3.693 -8.354
H 2.383 -0.018 -10.173
H 1.564 1.542 -10.389
H 1.109 0.465 -9.063
H 0.721 -0.085 -12.044
H -0.573 0.318 -10.928
H -2.065 -3.307 -8.286
H -0.477 -3.419 -7.472
H -1.093 -4.778 -8.422
C 5.050 6.446 7.559
C 4.072 5.703 6.677
O 3.906 4.338 7.095
C 3.133 4.156 8.163
O 2.559 5.013 8.782
O 3.108 2.849 8.438
C 2.378 2.516 9.620
H 5.997 5.911 7.613
H 5.232 7.447 7.170
H 4.672 6.538 8.578
H 4.457 5.658 5.660
H 3.104 6.204 6.638
H 1.371 2.926 9.588
H 2.905 2.878 10.502
H 2.319 1.432 9.663
*
```

total energy	-88125.505	eV
Kohn-Sham gap	0.356	hartree
molecular weight	919.05	g mol⁻¹
LUMO level	-2.23	eV
relative energy (zero: lowest compared OMol25 entry of this formula, charge and spin)	0.00	kcal/mol
HOMO	-0.4378	hartree

Results of the Mulliken charge analysis, in e, for atoms 1 through 2: C -1.07; C -0.16

=====

Density functional theory data (ωB97M-V/def2-TZVPD) for a 3-piece molecular cluster, C40H77BrF3N4O4P overall at a distorted geometry.

Geometry as ORCA input:
```
! wB97M-V def2-TZVPD RIJCOSX def2/J DEFGRID3
* xyz 0 3
C 1.980 4.678 1.688
C 1.995 4.258 0.221
C 2.497 2.814 0.011
C 1.519 1.911 -0.732
O 1.179 2.343 -2.031
C 1.906 3.319 -2.792
C 3.069 2.908 -3.715
C 2.893 3.650 -5.047
C 4.465 3.198 -3.132
C 5.561 2.741 -4.110
C 4.675 4.685 -2.773
N 0.229 2.051 0.020
C -0.344 0.825 0.221
O -1.550 0.603 0.176
C 0.772 -0.159 0.536
C 1.340 0.063 1.960
C 0.675 1.169 2.799
C 0.782 0.921 4.279
F 1.962 0.363 4.645
F -0.184 0.099 4.756
F 0.670 2.074 4.977
C 0.275 -1.590 0.245
C -0.431 -2.401 1.330
C -1.366 -1.674 2.301
Br 0.840 -3.537 2.325
C 1.760 0.311 -0.598
N 1.282 -0.256 -1.861
P 3.594 -0.146 -0.213
C 3.551 -1.779 0.618
C 4.262 -0.665 -1.851
C 4.161 -2.147 -2.250
H 2.809 4.236 2.241
H 2.011 5.763 1.792
H 1.054 4.355 2.171
H 2.676 4.925 -0.315
H 1.015 4.416 -0.228
H 2.632 2.344 0.987
H 3.486 2.837 -0.436
H 2.212 4.144 -2.155
H 1.126 3.723 -3.439
H 2.999 1.848 -3.965
H 1.875 3.500 -5.412
H 3.036 4.724 -4.937
H 3.553 3.258 -5.820
H 4.626 2.629 -2.218
H 5.712 3.499 -4.882
H 6.514 2.615 -3.597
H 5.291 1.822 -4.630
H 5.476 5.129 -3.363
H 3.775 5.288 -2.881
H 4.978 4.783 -1.728
H -0.413 2.653 -0.485
H 1.297 -0.874 2.514
H 2.400 0.313 1.905
H -0.384 1.284 2.583
H 1.181 2.119 2.638
H -0.385 -1.586 -0.622
H 1.137 -2.183 -0.052
H -1.025 -3.142 0.800
H -1.152 -1.933 3.336
H -2.392 -1.991 2.112
H -1.341 -0.598 2.180
H 1.571 -1.217 -1.974
H 1.639 0.269 -2.642
H 4.581 -2.140 0.571
H 3.297 -1.663 1.666
H 2.925 -2.538 0.159
H 5.318 -0.392 -1.813
H 3.833 -0.069 -2.644
H 4.241 -2.248 -3.334
H 4.987 -2.716 -1.822
H 3.234 -2.616 -1.926
C -2.806 -7.397 -1.589
C -2.498 -6.040 -2.274
C -2.732 -6.109 -3.790
C -1.617 -6.760 -4.609
C -0.250 -6.204 -4.216
C 0.011 -6.312 -2.717
N -1.092 -5.607 -1.988
O -0.950 -4.328 -2.033
C 0.132 -7.787 -2.314
C 1.328 -5.643 -2.348
C -3.442 -5.000 -1.685
H -1.991 -7.721 -0.948
H -3.682 -7.308 -0.949
H -3.004 -8.191 -2.310
H -2.874 -5.089 -4.160
H -3.676 -6.630 -3.958
H -1.637 -7.848 -4.503
H -1.797 -6.558 -5.666
H 0.547 -6.730 -4.746
H -0.190 -5.153 -4.515
H 0.295 -7.884 -1.240
H 0.995 -8.213 -2.826
H -0.728 -8.391 -2.584
H 1.355 -4.603 -2.665
H 2.143 -6.174 -2.840
H 1.493 -5.679 -1.270
H -3.240 -4.845 -0.624
H -4.462 -5.370 -1.792
H -3.367 -4.042 -2.193
C -5.270 2.000 2.895
C -3.941 2.798 2.868
C -2.856 2.112 3.712
C -2.938 2.334 5.223
C -3.140 3.812 5.551
C -4.339 4.411 4.820
N -4.152 4.201 3.349
O -3.304 5.033 2.849
C -5.635 3.778 5.343
C -4.442 5.907 5.082
C -3.462 2.840 1.425
H -6.117 2.633 3.144
H -5.477 1.580 1.912
H -5.245 1.173 3.607
H -1.883 2.480 3.370
H -2.882 1.044 3.486
H -3.733 1.727 5.664
H -2.008 1.987 5.678
H -3.281 3.952 6.625
H -2.239 4.368 5.274
H -6.503 4.175 4.815
H -5.738 4.030 6.399
H -5.659 2.695 5.270
H -3.530 6.430 4.803
H -4.619 6.065 6.146
H -5.272 6.341 4.524
H -4.143 3.413 0.794
H -3.414 1.822 1.048
H -2.468 3.275 1.340
*
```

total energy	-144361.005	eV
Kohn-Sham gap (spin up / spin down)	0.313 / 0.306	hartree
molecular weight	845.95	g mol⁻¹
⟨S²⟩	2.01
LUMO level (spin up / spin down)	0.58 / 0.32	eV
HOMO (spin up / spin down)	-0.2913 / -0.2938	hartree

Results of the Mulliken charge analysis, in e, for atoms 1 through 2: C -1.31; C -1.07